[1]
{"formula": "C23H42ClN3O5", "method": "ωB97M-V/def2-TZVPD", "lumo_ev": 0.356, "total_charge": 0, "gap_ev": 7.811, "homo_energy_ev": -7.456, "spin_multiplicity": 1, "smiles": "NCCCCC[C@@H](O[C@H](Cl)CCC(=O)O)[C@H](N)CCCCn1cccc1.CCOC(C)=O", "species": ["N", "C", "C", "C", "C", "C", "C", "O", "C", "Cl", "C", "C", "C", "O", "O", "C", "N", "C", "C", "C", "C", "N", "C", "C", "C", "C", "H", "H", "H", "H", "H", "H", "H", "H", "H", "H", "H", "H", "H", "H", "H", "H", "H", "H", "H", "H", "H", "H", "H", "H", "H", "H", "H", "H", "H", "H", "H", "H", "H", "H", "C", "C", "O", "C", "C", "O", "H", "H", "H", "H", "H", "H", "H", "H"], "positions_angstrom": [[0.051, 4.134, 1.273], [0.823, 3.806, -0.005], [2.244, 3.104, 0.415], [2.433, 1.556, -0.095], [1.061, 0.659, -0.111], [1.269, -0.883, 0.503], [1.954, -1.890, -0.593], [2.982, -2.795, -0.062], [4.111, -2.079, 0.548], [4.958, -0.849, -0.551], [5.256, -3.251, 0.883], [6.019, -2.922, 2.314], [5.483, -3.964, 3.466], [6.306, -4.184, 4.512], [4.201, -4.686, 3.465], [0.776, -2.883, -1.246], [-0.193, -2.109, -2.120], [0.074, -3.865, -0.137], [-1.364, -4.509, -0.587], [-2.680, -3.602, -0.216], [-2.987, -3.472, 1.399], [-3.919, -2.275, 1.562], [-3.812, -0.859, 1.035], [-5.046, 0.164, 1.379], [-6.012, -0.817, 2.269], [-5.240, -2.269, 2.348], [0.451, 5.067, 1.573], [0.349, 3.483, 2.060], [0.196, 3.227, -0.805], [1.076, 4.865, -0.495], [2.456, 3.187, 1.587], [3.101, 3.767, -0.087], [3.194, 1.042, 0.663], [2.994, 1.562, -1.148], [0.661, 0.589, -1.218], [0.174, 1.133, 0.526], [1.841, -0.781, 1.519], [0.163, -1.233, 0.789], [2.309, -1.217, -1.497], [3.852, -1.615, 1.617], [4.760, -4.324, 0.906], [6.046, -3.293, -0.010], [5.824, -1.816, 2.653], [7.193, -3.028, 2.129], [3.537, -4.291, 2.827], [1.380, -3.599, -1.986], [-0.840, -1.504, -1.570], [-0.691, -2.736, -2.790], [0.818, -4.787, 0.010], [-0.071, -3.396, 0.925], [-1.358, -4.758, -1.730], [-1.496, -5.540, -0.001], [-3.619, -4.137, -0.690], [-2.563, -2.579, -0.773], [-2.029, -3.432, 2.070], [-3.631, -4.435, 1.688], [-2.837, -0.644, 0.383], [-5.139, 1.281, 1.042], [-7.035, -0.450, 2.707], [-5.728, -3.159, 2.969], [-1.149, 6.580, -3.306], [-2.133, 5.602, -3.918], [-2.199, 4.390, -3.144], [-2.972, 4.222, -2.047], [-3.607, 5.422, -1.414], [-3.089, 3.109, -1.536], [-1.452, 6.881, -2.300], [-1.061, 7.477, -3.925], [-0.160, 6.117, -3.212], [-3.129, 6.034, -4.057], [-1.779, 5.314, -4.914], [-2.975, 5.775, -0.596], [-4.585, 5.129, -1.016], [-3.796, 6.241, -2.107]]}


[2]
{"formula": "C3H5FN2S2", "method": "ωB97M-V/def2-TZVPD", "relative_energy_ev": 6.184, "lumo_ev": [-0.270, -0.270], "total_charge": 0, "gap_ev": [8.477, 8.478], "homo_energy_ev": [-8.747, -8.747], "spin_multiplicity": 1, "smiles": "F/N=[NH+]\\[S-].C#CSC", "species": ["F", "N", "N", "S", "H", "C", "C", "S", "C", "H", "H", "H", "H"], "positions_angstrom": [[2.193, -2.370, 0.958], [1.847, -1.040, 0.773], [2.402, -0.515, -0.199], [3.348, -1.022, -1.385], [2.081, 0.509, -0.249], [-0.611, -1.533, 0.323], [-0.784, -0.429, -0.201], [-0.688, 1.083, -0.914], [-2.203, 1.870, -0.112], [-0.351, -2.322, 0.924], [-2.766, 0.981, -0.006], [-2.527, 2.602, -0.782], [-1.940, 2.187, 0.869]]}


[3]
{"formula": "C33H72AlBCl6F3N8O7S2", "method": "ωB97M-V/def2-TZVPD", "lumo_ev": -2.558, "total_charge": -1, "gap_ev": 1.130, "homo_energy_ev": -3.688, "spin_multiplicity": 1, "species": ["C", "C", "C", "N", "C", "N", "C", "C", "C", "C", "C", "C", "C", "B", "O", "O", "N", "C", "N", "N", "C", "S", "N", "C", "C", "C", "F", "H", "H", "H", "H", "H", "H", "H", "H", "H", "H", "H", "H", "H", "H", "H", "H", "H", "H", "H", "H", "H", "H", "H", "H", "H", "H", "H", "H", "H", "H", "H", "H", "H", "C", "Cl", "Cl", "Cl", "Cl", "C", "C", "C", "C", "C", "C", "H", "H", "H", "H", "H", "H", "H", "H", "H", "H", "H", "H", "H", "H", "C", "C", "C", "O", "H", "H", "H", "H", "H", "H", "H", "Al", "C", "S", "O", "C", "H", "H", "H", "H", "H", "H", "Cl", "C", "C", "Cl", "H", "H", "H", "H", "C", "O", "N", "N", "H", "H", "H", "H", "O", "C", "C", "O", "H", "H", "H", "H", "F", "F"], "positions_angstrom": [[1.406, 1.656, -0.846], [0.282, 2.272, -1.882], [-1.236, 2.119, -1.198], [-2.151, 1.696, -2.322], [-2.910, 0.402, -1.984], [-1.835, -0.652, -1.769], [-0.905, -0.792, -2.949], [-0.702, -2.368, -3.459], [-3.901, 0.118, -3.262], [-5.078, -0.991, -3.000], [-6.194, -0.762, -4.225], [-7.521, 0.074, -3.747], [-7.222, 1.557, -3.117], [-4.528, -2.558, -3.236], [-3.826, -2.919, -4.487], [-4.674, -3.632, -2.194], [-5.709, -0.941, -1.625], [-4.675, -0.695, -0.550], [-4.544, -1.445, 0.615], [-3.603, -1.200, 1.607], [-2.667, -2.226, 1.538], [-1.539, -3.488, 1.746], [-3.698, 0.479, -0.697], [-4.580, 1.709, -0.614], [-4.144, 2.756, 0.616], [-3.914, 4.310, 0.058], [-3.005, 2.251, 1.429], [0.956, 0.690, -0.363], [2.406, 1.490, -1.431], [1.547, 2.456, 0.027], [0.329, 1.818, -2.969], [0.519, 3.436, -1.981], [-1.506, 3.218, -0.832], [-1.245, 1.428, -0.254], [-2.801, 2.448, -2.635], [-2.230, -1.592, -1.552], [0.171, -0.439, -2.577], [-1.206, -0.190, -3.905], [-1.333, -3.138, -2.843], [0.440, -2.664, -3.309], [-0.929, -2.460, -4.626], [-4.448, 1.153, -3.493], [-3.357, -0.181, -4.256], [-6.573, -1.843, -4.557], [-5.684, -0.241, -5.168], [-8.170, 0.256, -4.733], [-8.240, -0.554, -3.032], [-7.087, 1.423, -1.962], [-6.374, 2.163, -3.649], [-8.217, 2.202, -3.254], [-3.166, -3.657, -4.243], [-4.036, -3.383, -1.437], [-6.323, -1.761, -1.425], [-5.216, -2.238, 0.776], [-5.673, 1.342, -0.304], [-4.732, 2.272, -1.644], [-5.062, 2.846, 1.373], [-4.793, 4.978, 0.458], [-3.961, 4.314, -1.112], [-2.895, 4.757, 0.489], [4.160, 2.111, 2.693], [2.862, 0.918, 2.954], [3.657, 3.689, 3.350], [5.641, 1.568, 3.521], [4.479, 2.268, 0.947], [3.071, -1.589, -2.948], [3.297, -1.888, -4.422], [3.883, -3.281, -4.666], [5.269, -3.517, -4.053], [6.355, -2.539, -4.511], [6.630, -2.612, -6.004], [4.006, -1.607, -2.383], [2.630, -0.594, -2.829], [2.385, -2.318, -2.506], [3.941, -1.118, -4.859], [2.336, -1.816, -4.946], [3.924, -3.461, -5.747], [3.193, -4.034, -4.263], [5.585, -4.539, -4.296], [5.197, -3.477, -2.961], [7.282, -2.773, -3.973], [6.089, -1.514, -4.232], [6.948, -3.619, -6.292], [7.428, -1.913, -6.275], [5.747, -2.348, -6.592], [-1.754, 6.537, 2.788], [-1.755, 7.351, 1.483], [-1.963, 8.839, 1.812], [-2.783, 6.949, 0.755], [-2.694, 6.638, 3.347], [-1.591, 5.470, 2.595], [-0.946, 6.876, 3.447], [-0.736, 7.273, 1.080], [-2.910, 9.026, 2.334], [-1.953, 9.456, 0.904], [-1.157, 9.201, 2.461], [-4.540, 7.398, 0.876], [3.046, -1.154, 6.182], [1.894, 0.235, 6.317], [2.665, 1.410, 6.841], [0.937, -0.446, 7.694], [3.770, -0.928, 5.396], [3.572, -1.297, 7.128], [2.497, -2.060, 5.917], [1.592, -0.632, 8.548], [0.455, -1.374, 7.380], [0.170, 0.281, 7.976], [7.835, 3.272, 5.583], [6.554, 3.661, 6.758], [7.023, 3.496, 8.195], [7.307, 1.789, 8.619], [5.690, 3.025, 6.541], [6.264, 4.700, 6.578], [6.257, 3.869, 8.881], [7.947, 4.051, 8.383], [4.850, -4.599, 0.115], [4.353, -4.476, -0.994], [5.457, -5.729, 0.518], [4.834, -3.615, 1.032], [5.871, -5.850, 1.427], [5.491, -6.495, -0.142], [4.386, -2.747, 0.768], [5.237, -3.697, 1.950], [-0.223, -6.733, 2.268], [-1.099, -7.704, 2.563], [-2.581, -7.203, 2.221], [-3.460, -8.164, 2.540], [-1.134, -8.045, 3.613], [-0.982, -8.664, 2.031], [-2.549, -6.885, 1.164], [-2.694, -6.231, 2.733], [3.860, 2.680, 8.366], [5.660, 4.171, 0.300]]}


Results for max |F|: 8.77 4.93 6.72 (in eV Å⁻¹, following the order of the records).